The following is a DFT calculation (ωB97M-V/def2-TZVPD) of 2 unconnected molecules or ions with the total composition C5H6O in a non-equilibrium geometry.

Gap between HOMO and LUMO: 8.038 eV
Relative energy (zero: lowest compared OMol25 entry of this formula, charge and spin): 5.8316 eV

CARTESIAN COORDINATES (ANGSTROEM)
O: 0.067 0.283 -2.487
C: 0.543 -1.180 0.462
C: -1.772 1.479 -1.506
C: -2.649 1.949 -0.819
C: 0.467 -0.645 1.673
C: -1.197 0.444 -2.248
H: 1.270 -0.804 -0.302
H: 0.495 0.942 -2.003
H: -0.309 -0.973 2.310
H: 1.157 0.094 2.042
H: -0.232 -1.861 0.164
H: -3.138 2.672 -0.109

=====

The following is a DFT calculation (ωB97M-V/def2-TZVPD) of a molecular structure, C10H19F3I3NNbO2Ti in a non-equilibrium geometry.

Gap between HOMO and LUMO: 5.960 eV
Net charge: +1

CARTESIAN COORDINATES (ANGSTROEM)
I: 0.841 -4.026 2.859
I: -1.653 -0.268 2.122
I: -0.524 -2.890 -0.559
Nb: -0.124 -0.105 -0.313
Ti: -2.565 -2.566 1.226
F: 4.451 -1.403 -2.733
F: 3.105 -0.231 -4.127
F: 3.827 0.683 -2.197
O: 2.257 -1.064 -2.140
O: 0.069 1.936 -0.265
N: -3.600 1.741 -0.426
C: 3.365 -0.507 -2.782
C: 2.356 -1.723 1.212
C: -3.290 0.527 -0.847
C: 1.769 -2.074 2.690
C: 1.858 -0.285 0.771
C: 1.078 -0.191 -2.280
C: -1.973 0.147 -1.612
C: -0.482 2.693 0.814
C: 0.448 2.763 2.145
C: -4.434 -0.592 -0.579
H: -1.585 2.549 1.048
H: -4.051 -1.662 -0.690
H: 3.491 -1.630 1.395
H: -5.236 -0.394 -1.378
H: 1.385 0.884 -2.525
H: 0.489 1.794 2.724
H: 0.446 -0.625 -3.123
H: -1.781 0.903 -2.447
H: 2.263 -2.568 0.470
H: 2.632 -2.065 3.448
H: -2.168 -0.856 -2.140
H: 1.863 0.379 1.714
H: 1.498 2.987 1.738
H: -4.526 1.692 0.045
H: -4.950 -0.385 0.421
H: -0.446 3.792 0.454
H: 2.676 0.177 0.102
H: 1.093 -1.211 3.032
H: 0.128 3.674 2.736

=====

Which of these has the lowest gap between HOMO and LUMO?
C10H19F3I3NNbO2Ti

=====

Copy entry 1 word for word.
The following is a DFT calculation (ωB97M-V/def2-TZVPD) of 2 unconnected molecules or ions with the total composition C5H6O in a non-equilibrium geometry.

Gap between HOMO and LUMO: 8.038 eV
Relative energy (zero: lowest compared OMol25 entry of this formula, charge and spin): 5.8316 eV

CARTESIAN COORDINATES (ANGSTROEM)
O: 0.067 0.283 -2.487
C: 0.543 -1.180 0.462
C: -1.772 1.479 -1.506
C: -2.649 1.949 -0.819
C: 0.467 -0.645 1.673
C: -1.197 0.444 -2.248
H: 1.270 -0.804 -0.302
H: 0.495 0.942 -2.003
H: -0.309 -0.973 2.310
H: 1.157 0.094 2.042
H: -0.232 -1.861 0.164
H: -3.138 2.672 -0.109

=====

gap between HOMO and LUMO of number 2 (C10H19F3I3NNbO2Ti)?
5.960 eV

=====

Copy entry 1 word for word.
The following is a DFT calculation (ωB97M-V/def2-TZVPD) of 2 unconnected molecules or ions with the total composition C5H6O in a non-equilibrium geometry.

Gap between HOMO and LUMO: 8.038 eV
Relative energy (zero: lowest compared OMol25 entry of this formula, charge and spin): 5.8316 eV

CARTESIAN COORDINATES (ANGSTROEM)
O: 0.067 0.283 -2.487
C: 0.543 -1.180 0.462
C: -1.772 1.479 -1.506
C: -2.649 1.949 -0.819
C: 0.467 -0.645 1.673
C: -1.197 0.444 -2.248
H: 1.270 -0.804 -0.302
H: 0.495 0.942 -2.003
H: -0.309 -0.973 2.310
H: 1.157 0.094 2.042
H: -0.232 -1.861 0.164
H: -3.138 2.672 -0.109